[1]
C11H24F3InO8P | wB97M-V/def2-TZVPD

Structure (ORCA input):
```
! RIJCOSX wB97M-V def2-TZVPD def2/J DEFGRID3
* xyz -1 1
C -0.826 -0.266 1.407
C -1.250 -1.290 0.262
C -0.626 -0.989 -1.174
O 0.013 0.284 -1.288
C 1.084 0.264 -2.259
In 2.979 -0.774 -1.508
C 4.601 -0.234 -2.983
C 6.038 -0.016 -2.353
O 6.938 -0.897 -3.093
C 6.630 1.461 -2.568
F 8.039 1.316 -2.640
F 6.259 2.059 -3.756
F 6.424 2.307 -1.473
P 2.654 -3.323 -1.704
O 2.141 -3.660 -3.120
O 1.512 -3.949 -0.598
O 4.122 -4.192 -1.391
H -0.642 -0.891 2.348
H -1.699 0.421 1.614
H 0.134 0.291 1.216
H -0.903 -2.329 0.561
H -2.382 -1.274 0.136
H 0.122 -1.810 -1.438
H -1.461 -1.092 -1.951
H 1.348 1.342 -2.498
H 0.801 -0.237 -3.236
H 3.290 -0.231 0.170
H 4.665 -1.091 -3.731
H 4.227 0.661 -3.585
H 6.129 -0.353 -1.270
H 7.618 -1.236 -2.487
H 1.621 -3.567 0.292
H 4.375 -3.873 -0.498
C -5.172 2.860 5.032
C -5.757 1.486 4.770
O -6.493 1.466 3.542
C -5.751 1.381 2.429
O -4.551 1.312 2.381
O -6.577 1.411 1.374
C -5.904 1.414 0.115
H -5.952 3.624 4.988
H -4.694 2.896 6.012
H -4.428 3.122 4.277
H -6.465 1.235 5.562
H -4.985 0.712 4.770
H -5.193 0.590 0.043
H -5.398 2.370 -0.033
H -6.655 1.293 -0.665
*
```

=====

[2]
C60H132N6O12 | wB97M-V/def2-TZVPD

Structure (ORCA input):
```
! RIJCOSX wB97M-V def2-TZVPD def2/J DEFGRID3
* xyz 0 1
C 0.616 2.143 7.709
C -0.389 1.424 6.804
C -0.964 0.147 7.486
C -1.528 2.425 6.521
C -1.193 3.550 5.555
C -0.513 3.057 4.268
C 0.606 2.034 4.606
C 0.863 1.245 3.300
C 1.895 2.783 5.065
N 0.087 0.997 5.506
O 1.155 0.063 5.672
H 1.373 1.363 7.905
H 1.001 3.082 7.349
H 0.108 2.268 8.663
H -0.090 -0.444 7.836
H -1.604 0.460 8.335
H -1.486 -0.429 6.701
H -2.332 1.800 6.146
H -1.983 2.852 7.426
H -2.038 4.192 5.162
H -0.493 4.256 6.058
H -0.133 3.876 3.634
H -1.238 2.472 3.650
H 1.779 0.660 3.335
H 0.933 1.935 2.466
H -0.004 0.573 3.071
H 2.519 2.230 5.744
H 1.588 3.774 5.484
H 2.475 2.914 4.154
H 0.747 -0.736 5.305
C -1.809 -2.890 -5.474
C -1.579 -3.320 -3.977
C -2.453 -2.370 -3.153
C -1.986 -4.757 -3.749
C -0.964 -5.814 -4.126
C 0.392 -5.487 -3.489
C 0.899 -4.150 -3.865
C 2.162 -3.833 -3.064
C 1.250 -4.020 -5.370
N -0.172 -3.167 -3.450
O 0.280 -1.860 -3.622
H -1.224 -3.384 -6.237
H -2.839 -2.976 -5.654
H -1.580 -1.836 -5.608
H -2.436 -1.322 -3.556
H -3.518 -2.580 -3.221
H -2.254 -2.318 -2.090
H -2.150 -4.864 -2.666
H -2.971 -5.015 -4.127
H -1.353 -6.803 -3.867
H -0.804 -5.915 -5.203
H 1.112 -6.270 -3.806
H 0.279 -5.537 -2.403
H 1.814 -4.043 -2.051
H 2.466 -2.805 -3.120
H 2.981 -4.493 -3.293
H 1.359 -2.965 -5.605
H 0.538 -4.418 -6.095
H 2.179 -4.495 -5.528
H 0.274 -1.715 -4.621
C 7.419 3.370 -2.889
C 6.392 2.580 -3.742
C 5.660 3.568 -4.634
C 7.133 1.550 -4.589
C 6.215 0.578 -5.314
C 5.454 -0.224 -4.270
C 4.661 0.729 -3.277
C 3.466 1.348 -4.004
C 4.188 0.004 -1.984
N 5.627 1.703 -2.808
O 4.956 2.585 -1.918
H 7.962 2.756 -2.227
H 8.122 3.948 -3.505
H 6.878 4.062 -2.225
H 6.450 4.113 -5.179
H 5.083 3.060 -5.374
H 5.060 4.343 -4.113
H 7.843 2.018 -5.313
H 7.754 1.000 -3.926
H 5.539 1.078 -5.968
H 6.782 0.003 -6.020
H 6.170 -0.810 -3.696
H 4.705 -0.904 -4.676
H 3.616 1.824 -4.936
H 2.977 2.061 -3.270
H 2.684 0.593 -4.168
H 3.520 0.654 -1.439
H 5.055 -0.252 -1.362
H 3.658 -0.865 -2.285
H 5.287 2.417 -1.015
C -3.598 0.700 3.718
C -3.497 0.408 2.210
C -3.005 1.662 1.454
C -2.591 -0.821 2.052
C -2.841 -1.629 0.741
C -4.329 -1.986 0.696
C -5.301 -0.777 0.678
C -5.340 -0.033 -0.627
C -6.816 -1.349 0.894
N -4.922 -0.032 1.885
O -5.822 1.078 2.003
H -3.980 1.673 3.961
H -4.137 -0.080 4.276
H -2.586 0.721 4.118
H -3.138 1.461 0.383
H -3.590 2.515 1.797
H -1.939 1.804 1.654
H -1.526 -0.529 2.309
H -2.786 -1.557 2.902
H -2.570 -1.119 -0.215
H -2.311 -2.578 0.801
H -4.606 -2.603 1.564
H -4.597 -2.659 -0.160
H -4.419 0.530 -0.838
H -6.146 0.704 -0.622
H -5.509 -0.685 -1.502
H -7.626 -0.554 0.815
H -6.833 -1.939 1.830
H -6.987 -2.091 0.145
H -5.395 1.713 1.391
C -0.595 -4.326 7.168
C 0.650 -4.401 6.257
C 1.855 -3.526 6.841
C 1.029 -5.874 6.289
C 2.037 -6.298 5.171
C 1.478 -5.939 3.827
C 1.098 -4.439 3.692
C 2.291 -3.614 3.512
C 0.214 -4.202 2.442
N 0.259 -4.078 4.870
O 0.004 -2.621 4.884
H -1.366 -4.928 6.691
H -0.397 -4.738 8.132
H -0.926 -3.267 7.265
H 2.726 -3.511 6.179
H 1.581 -2.495 6.973
H 2.051 -4.072 7.753
H 1.331 -6.104 7.341
H 0.094 -6.421 6.136
H 3.061 -5.931 5.197
H 2.129 -7.421 5.277
H 0.645 -6.654 3.587
H 2.136 -6.166 3.010
H 2.194 -2.545 3.676
H 2.769 -3.697 2.512
H 3.093 -3.928 4.233
H 0.149 -3.107 2.478
H -0.808 -4.579 2.526
H 0.784 -4.600 1.568
H -0.974 -2.592 4.953
C -2.562 2.775 -2.864
C -3.628 3.038 -3.907
C -3.829 1.772 -4.850
C -4.925 3.219 -3.115
C -6.043 3.730 -3.978
C -5.661 5.006 -4.736
C -4.370 4.857 -5.564
C -4.665 3.980 -6.824
C -3.783 6.153 -6.033
N -3.357 4.261 -4.626
O -2.177 3.926 -5.454
H -2.892 2.238 -1.989
H -1.752 2.184 -3.314
H -2.112 3.693 -2.537
H -3.596 1.971 -5.893
H -3.139 1.049 -4.386
H -4.879 1.480 -4.762
H -5.089 2.236 -2.730
H -4.729 3.854 -2.258
H -6.294 3.023 -4.794
H -7.019 3.882 -3.394
H -5.620 5.824 -4.023
H -6.423 5.505 -5.359
H -5.129 4.737 -7.464
H -5.330 3.133 -6.716
H -3.791 3.659 -7.360
H -2.891 5.944 -6.549
H -3.489 6.690 -5.110
H -4.562 6.661 -6.538
H -1.637 4.648 -5.202
O 1.712 2.485 -0.157
C 1.364 3.793 -0.040
C 1.377 4.378 -1.443
O 2.606 4.509 -2.070
H 1.040 1.969 -0.632
H 0.375 3.971 0.473
H 2.159 4.290 0.551
H 0.947 5.375 -1.271
H 0.703 3.803 -2.044
H 3.024 3.642 -2.154
O 4.657 2.079 0.624
C 4.629 2.172 2.086
C 5.056 0.869 2.727
O 3.988 -0.110 2.739
H 3.672 1.960 0.422
H 5.342 2.949 2.341
H 3.635 2.375 2.439
H 5.389 1.014 3.791
H 5.983 0.594 2.203
H 4.090 -0.524 3.590
O -0.026 0.288 -0.274
C 0.822 -0.609 0.539
C 0.966 -1.889 -0.191
O -0.279 -2.395 -0.589
H -0.546 -0.335 -0.835
H 1.770 -0.138 0.740
H 0.227 -0.768 1.464
H 1.513 -2.550 0.476
H 1.552 -1.889 -1.114
H -0.195 -2.742 -1.508
*
```

=====

Which HOMO-LUMO gap belongs to each record? In order, 6.924 8.607 eV.
Which E_tot belongs to each record? In order, -50792.35941 -97862.06563 eV.